A structure of composition C52H40GaN2OP2S2 at a distorted geometry, computed with ωB97M-V/def2-TZVPD.

The geometry in XYZ format:
```
100
Properties=species:S:1:pos:R:3:lowdin_charge:R:1
Ga 1.0205 1.6042 -0.6901 0.251
C 4.6861 0.9768 1.6886 -0.012
C 4.6759 2.0726 2.5377 -0.015
C 3.5398 2.8601 2.6119 0.026
C 2.4412 2.5359 1.8241 -0.190
N 2.4775 1.4996 0.9851 0.002
C 3.5620 0.7326 0.9256 -0.153
C 1.1778 3.2897 1.8279 -0.183
C 0.9162 4.3626 2.6702 0.025
C -0.3201 4.9821 2.6052 -0.015
C -1.2729 4.5066 1.7187 -0.010
C -0.9298 3.4488 0.8985 -0.146
N 0.2629 2.8683 0.9513 0.013
H 5.5501 0.3346 1.6087 0.121
H 5.5431 2.3081 3.1375 0.122
H 3.5229 3.7216 3.2609 0.115
H 3.5186 -0.0908 0.2254 0.104
H 1.6629 4.7193 3.3610 0.114
H -0.5327 5.8284 3.2400 0.121
H -2.2531 4.9517 1.6556 0.120
H -1.6152 3.0631 0.1518 0.101
O -1.2810 -2.3801 0.1546 -0.039
C -1.8751 -3.0158 1.2319 -0.241
C -2.8408 -4.0154 1.1463 -0.028
C -3.3511 -4.5766 2.3047 -0.059
C -2.9276 -4.1477 3.5467 -0.068
C -2.0232 -3.1085 3.6392 -0.066
C -1.5049 -2.5254 2.4905 -0.305
P -0.4725 -1.0151 2.6167 1.123
C 0.8717 -1.8098 3.5838 -0.376
C 1.5254 -2.7885 2.8270 -0.119
C 2.6172 -3.4689 3.3272 -0.079
C 3.0886 -3.1766 4.6002 -0.084
C 2.4709 -2.1876 5.3453 -0.082
C 1.3750 -1.4996 4.8395 -0.090
C -1.7355 -0.1905 3.6799 -0.381
C -1.7422 0.0526 5.0458 -0.091
C -2.8368 0.6689 5.6411 -0.078
C -3.9354 1.0430 4.8883 -0.083
C -3.9373 0.8098 3.5197 -0.078
C -2.8452 0.2061 2.9281 -0.124
C -1.3446 -2.9274 -1.0976 -0.234
C -1.5672 -4.2802 -1.3485 -0.026
C -1.6268 -4.7413 -2.6496 -0.055
C -1.4905 -3.8780 -3.7149 -0.067
C -1.1992 -2.5490 -3.4859 -0.070
C -1.0837 -2.0613 -2.1886 -0.234
P -0.4039 -0.3469 -1.9926 1.102
C -1.7812 0.6060 -2.7070 -0.392
C -1.7623 1.3934 -3.8502 -0.116
C -2.9087 2.0720 -4.2368 -0.063
C -4.0602 2.0012 -3.4713 -0.067
C -4.0765 1.2384 -2.3114 -0.069
C -2.9420 0.5443 -1.9335 -0.103
C 1.0084 -0.6205 -3.1250 -0.403
C 2.0871 -1.2142 -2.4635 -0.170
C 3.2365 -1.5583 -3.1461 -0.077
C 3.3304 -1.2967 -4.5060 -0.065
C 2.2647 -0.7152 -5.1709 -0.067
C 1.0987 -0.3930 -4.4916 -0.086
H -3.2238 -4.3426 0.1924 0.106
H -4.0987 -5.3529 2.2294 0.112
H -3.3238 -4.5997 4.4435 0.109
H -1.7215 -2.7340 4.6084 0.114
H 1.1589 -3.0092 1.8296 0.098
H 3.1007 -4.2289 2.7289 0.106
H 3.9316 -3.7210 5.0002 0.105
H 2.8425 -1.9346 6.3294 0.106
H 0.9388 -0.7133 5.4367 0.081
H -0.9152 -0.2476 5.6708 0.079
H -2.8271 0.8404 6.7096 0.107
H -4.7910 1.5013 5.3650 0.105
H -4.7938 1.0884 2.9223 0.105
H -2.8398 0.0204 1.8598 0.091
H -1.6519 -4.9828 -0.5342 0.110
H -1.7769 -5.7965 -2.8270 0.115
H -1.5669 -4.2498 -4.7256 0.111
H -1.0400 -1.8792 -4.3194 0.107
H -0.8599 1.5085 -4.4303 0.077
H -2.9040 2.6543 -5.1468 0.112
H -4.9435 2.5454 -3.7724 0.108
H -4.9752 1.1798 -1.7131 0.108
H -2.9387 -0.0532 -1.0267 0.100
H 2.0060 -1.3990 -1.3924 0.096
H 4.0613 -2.0247 -2.6252 0.110
H 4.2316 -1.5518 -5.0447 0.110
H 2.3312 -0.5087 -6.2299 0.114
H 0.2730 0.0291 -5.0431 0.099
S 3.0358 1.8109 -1.8645 0.762
C 2.3819 2.5174 -3.3340 -0.644
C 3.1622 2.4530 -4.4882 -0.131
C 2.7422 3.0458 -5.6626 -0.083
C 1.5242 3.7138 -5.7018 -0.081
C 0.7298 3.7624 -4.5729 -0.135
C 1.1438 3.1674 -3.3797 -0.653
S 0.0790 3.3226 -1.9909 0.748
H 4.1139 1.9439 -4.4319 0.103
H 3.3663 3.0051 -6.5435 0.106
H 1.2035 4.2157 -6.6035 0.105
H -0.2196 4.2802 -4.5826 0.101
```

The calculated total energy is -5594.03811 a.u. The total charge is +1. The strongest force on any atom is 1.453 eV/A. The energy above the lowest of the compared OMol25 structures with the same formula, charge and spin comes out at 212.9 kJ/mol.